Record 1
A single C18H29NO4S molecule. Source: the Open Molecules 2025 dataset; level of theory: ωB97M-V/def2-TZVPD.

XYZ file:
```
53
Properties=species:S:1:pos:R:3:mulliken_charge:R:1
C 1.43460 2.21988 3.77699 -0.92
C 2.50296 1.81835 2.64003 -0.34
C 2.11300 0.35725 2.09516 -0.88
C 1.53065 0.33614 0.58673 -0.07
N 0.96443 1.63858 0.12621 -0.11
C -0.44046 1.54167 -0.34049 -0.67
C -1.42321 1.10333 0.87652 -0.46
C -2.93201 0.73953 0.35313 0.09
C -4.08089 1.27542 1.33260 -0.68
C -4.65620 0.01510 2.16947 -0.63
O -5.29065 -0.98306 1.31793 -0.51
S -3.17290 1.33292 -1.38371 1.11
O -3.29020 2.85174 -1.29163 -0.68
O -4.48665 0.85778 -1.96918 -0.68
O -1.85061 1.02913 -2.36017 -0.40
C -0.70073 0.53479 -1.56395 0.17
C 0.50387 0.37480 -2.60107 -0.78
C 0.56438 -1.10348 -3.28857 -0.70
C 1.69392 -2.04174 -2.62665 0.62
C 1.40388 -3.56916 -2.38344 -0.63
C 2.50674 -4.43062 -1.69878 -0.38
C 3.88289 -3.88020 -1.24317 -0.43
C 4.19505 -2.38754 -1.52061 -0.37
C 3.09172 -1.54525 -2.19627 -0.30
H 1.97823 2.76134 4.63184 0.33
H 0.96459 1.28371 4.26396 0.23
H 0.61915 2.86078 3.29868 0.15
H 2.65417 2.60645 1.83212 0.26
H 3.52605 1.70303 3.16813 0.33
H 3.09946 -0.24836 2.05738 0.35
H 1.42755 -0.23959 2.80189 0.33
H 0.80847 -0.55414 0.47914 0.14
H 2.43207 0.10926 -0.09680 0.07
H 1.57873 2.10376 -0.55457 0.37
H -0.76452 2.61873 -0.61186 0.42
H -1.48545 1.91472 1.68817 0.30
H -1.06312 0.15387 1.41371 0.10
H -3.00490 -0.40860 0.32326 0.48
H -3.63976 2.00483 2.10678 0.32
H -4.92577 1.83459 0.78919 0.35
H -5.43646 0.32848 2.95227 0.34
H -3.80014 -0.50728 2.73211 0.28
H -5.98207 -0.50413 0.79803 0.34
H -1.00851 -0.51705 -1.21506 0.30
H 0.27511 1.09391 -3.47874 0.38
H 1.53127 0.65889 -2.20625 0.24
H 0.70178 -1.05295 -4.42137 0.37
H -0.43978 -1.62977 -3.07781 0.30
H 0.42220 -4.06274 -2.68875 0.29
H 2.31733 -5.54562 -1.48596 0.28
H 4.65047 -4.53985 -0.71556 0.32
H 5.18349 -1.88132 -1.22074 0.32
H 3.31681 -0.43031 -2.37024 0.33
```

Values from the calculation:
2S+1: 1
Total energy (eV): -39643.7787
LUMO (eV): 0.379
ΔE to the lowest compared entry with this formula, charge and spin (kcal/mol): 182.4
SMILES string: CCCCN[C@@H]1C[C@@H](CCO)S(=O)(=O)O[C@H]1CCc1ccccc1



Record 2
A molecular structure, C18H30As3NO4V. Source: the Open Molecules 2025 dataset; level of theory: ωB97M-V/def2-TZVPD.

XYZ file:
```
57
Properties=species:S:1:pos:R:3:mulliken_spin:R:1
V 0.94284 -1.52700 1.28129 3.00
O 2.98786 -4.16195 -1.05484 0.01
C 2.58479 -3.46082 -0.14970 -0.01
O 1.35401 -3.26574 0.22081 0.00
C 3.56785 -2.69676 0.73639 0.08
C 4.93080 -2.91146 0.85176 0.00
C 5.61005 -2.23552 1.86054 0.02
C 4.92531 -1.41473 2.75214 -0.01
C 3.56406 -1.25282 2.56282 0.08
N 2.95989 -1.84317 1.54401 -0.07
C 2.56933 -0.58453 3.51372 -0.01
O 2.96102 0.12884 4.41529 0.01
O 1.34597 -0.92176 3.23801 -0.01
H 5.41614 -3.60960 0.18474 0.00
H 6.67469 -2.38946 1.98222 0.00
H 5.40882 -0.93082 3.58866 0.00
C -1.66982 -2.73898 -1.54192 0.01
As -0.45738 -1.34772 -0.95106 -0.11
C 0.85962 -1.46440 -2.38192 0.02
C -1.33773 0.29617 -1.54334 0.02
C -2.32439 0.97685 -0.58694 -0.01
C -3.30383 -0.04946 -0.00863 0.00
C -1.61926 1.71063 0.56318 0.01
As -0.44238 0.70911 1.76707 -0.06
C -1.69900 0.13239 3.15264 0.01
C 0.37991 2.18648 2.70734 0.00
C -3.17777 2.00113 -1.36475 0.00
As -2.53092 3.41335 -2.59279 0.00
C -0.69453 3.82079 -2.04189 0.00
C -2.07777 2.35825 -4.18380 0.00
H -1.99051 -2.52830 -2.56279 0.00
H -2.53850 -2.80406 -0.89105 0.00
H -1.12607 -3.68168 -1.50990 0.00
H 0.37801 -1.22310 -3.33087 0.00
H 1.26204 -2.47540 -2.40405 0.01
H 1.66876 -0.75753 -2.20136 0.00
H -1.83699 0.05767 -2.48771 0.00
H -0.52164 0.98055 -1.79995 0.01
H -2.81500 -0.80268 0.61659 0.00
H -3.82575 -0.57919 -0.80857 0.00
H -4.04924 0.44342 0.61910 0.00
H -2.37724 2.16467 1.21050 0.00
H -1.01514 2.52974 0.17368 -0.01
H -2.44136 0.91239 3.32560 0.00
H -1.11342 -0.05029 4.05134 0.01
H -2.20849 -0.78773 2.87174 0.00
H -0.40103 2.83913 3.10007 0.00
H 1.01257 2.75206 2.02436 0.00
H 0.98328 1.78670 3.52027 0.00
H -3.80938 2.53071 -0.64523 0.00
H -3.87537 1.45704 -2.01329 0.00
H -0.69332 4.35871 -1.09515 0.00
H -0.29630 4.48521 -2.80956 0.00
H -0.04871 2.94528 -1.97505 0.00
H -2.93421 1.73924 -4.45102 0.00
H -1.20216 1.72634 -4.04738 0.00
H -1.89300 3.05377 -5.00136 0.00
```

Values from the calculation:
2S+1: 4
Total energy (eV): -237037.8347
<S²>: 3.763
LUMO (spin up / spin down) (eV): 0.107 / 0.040



Record 3
A molecular structure, C18H30AsCl5F6N3O6RuS2Si3. Source: the Open Molecules 2025 dataset; level of theory: ωB97M-V/def2-TZVPD.

XYZ file:
```
75
Properties=species:S:1:pos:R:3:mulliken_charge:R:1
Ru -0.26979 0.12785 -1.35642 -0.37
N -2.15231 0.56565 -2.47913 -0.09
N -3.22701 1.36621 -1.96090 -0.55
C -2.98078 2.68824 -1.53253 0.14
O -3.75389 3.56011 -1.81287 -0.59
O -1.91731 2.89025 -0.75782 -0.56
H -1.85494 0.93893 -3.38269 0.33
H -2.57131 -0.33916 -2.68826 0.26
H -4.00196 1.40211 -2.61405 0.32
F 0.40546 -2.91500 -6.16793 -0.18
C 0.86087 -1.76279 -5.72828 0.69
F 0.94103 -0.90595 -6.73412 -0.20
F 2.06346 -1.91724 -5.18607 -0.21
S -0.31836 -1.01926 -4.46911 0.74
O -0.24278 0.39716 -4.67853 -0.69
O -1.58383 -1.67486 -4.60408 -0.62
N 0.35103 -1.28607 -2.99500 -0.26
S 0.46034 -2.80016 -2.47349 0.59
O 0.37476 -3.76438 -3.51532 -0.66
O 1.47115 -2.88719 -1.46555 -0.48
C -1.09679 -2.99625 -1.47906 0.62
F -1.36322 -1.80974 -0.80641 -0.13
F -2.15159 -3.25860 -2.21365 -0.21
F -0.95119 -3.92642 -0.55050 -0.21
C 1.48833 3.70271 0.65134 -0.95
Si 0.02144 3.13216 1.64395 0.43
C 0.56938 2.21742 3.18100 -0.65
C -1.16904 4.50565 2.02587 -1.08
As -1.18993 1.55578 0.31192 0.87
Si -3.16369 0.88108 1.53928 0.42
C -4.44634 2.19923 1.26283 -1.22
C -2.68776 0.78671 3.34227 -0.98
C -3.71214 -0.79354 0.93619 -0.91
Si 2.04728 -1.66954 1.63794 0.62
C 2.77779 -1.13173 3.23942 -1.17
C 2.34744 -4.05877 0.97174 -0.62
C 2.45801 -4.10484 2.50548 -1.03
H 1.95520 4.55122 1.15862 0.51
H 1.19694 4.03321 -0.34583 0.29
H 2.23775 2.91461 0.55080 0.09
H 1.42740 2.73143 3.62161 0.49
H 0.86506 1.18911 2.96381 -0.31
H -0.21733 2.18009 3.93304 0.38
H -0.68507 5.23808 2.67703 0.40
H -2.05713 4.13803 2.54342 0.24
H -1.49135 5.01271 1.11597 0.33
H -4.03989 3.20822 1.34242 0.34
H -5.21703 2.08655 2.03043 0.45
H -4.93026 2.11114 0.29068 0.35
H -2.50720 1.77637 3.76369 0.25
H -1.80943 0.16522 3.52491 0.24
H -3.52388 0.34573 3.89202 0.44
H -3.88951 -0.79834 -0.13937 0.20
H -4.65385 -1.04743 1.43054 0.54
H -2.99213 -1.57628 1.17842 0.12
H 2.59563 -0.05194 3.25401 0.37
H 3.85247 -1.28852 3.27495 0.45
H 2.30093 -1.58731 4.10297 0.40
H 2.79485 -3.27853 0.34174 0.39
H 1.33889 -4.24678 0.61792 0.20
H 2.97735 -4.91683 0.72244 0.48
H 1.79853 -3.48695 3.11561 0.22
H 3.47931 -3.99965 2.86432 0.33
H 2.11106 -5.11379 2.73446 0.46
Cl 1.08372 1.85584 -2.30843 -0.12
C 2.29583 0.91939 -1.44921 1.05
C 1.67474 -0.01630 -0.62590 -0.24
C 2.57684 -0.75814 0.15095 -0.01
Cl 0.03611 -1.85886 1.79765 -0.24
C 3.96741 -0.63684 -0.04741 0.55
Cl 5.01918 -1.70050 0.83405 -0.15
C 4.52138 0.26272 -0.94009 0.21
Cl 6.21271 0.37473 -1.17583 -0.18
C 3.64428 1.09668 -1.65061 0.21
Cl 4.21870 2.27613 -2.74329 -0.16
```

Values from the calculation:
2S+1: 1
Total energy (eV): -223544.8181
Net charge: +1
LUMO (eV): -3.921
ΔE to the lowest compared entry with this formula, charge and spin (kcal/mol): 37.1



Record 4
A molecular structure, C18H30AsF9N2O2S2Si2Zr. Source: the Open Molecules 2025 dataset; level of theory: ωB97M-V/def2-TZVPD.

XYZ file:
```
67
Properties=species:S:1:pos:R:3:mulliken_charge:R:1
Zr -0.53935 0.73939 0.39772 0.14
O -1.39287 1.61180 -1.25963 -0.70
S -1.78548 2.76142 -2.24199 0.30
C -3.54278 3.00519 -1.90712 -0.63
C -4.27561 1.93245 -2.70314 -0.27
C -3.59544 1.92121 -4.06825 -0.84
C -2.08933 1.87088 -3.80351 -0.37
H -3.76600 4.01148 -2.27145 0.48
H -3.67538 2.98341 -0.82603 0.33
H -5.33610 2.16950 -2.77444 0.43
H -4.18012 0.96448 -2.21052 0.03
H -3.84856 2.82598 -4.62220 0.34
H -3.89436 1.06859 -4.67563 0.40
H -1.47418 2.31653 -4.58257 0.54
H -1.73284 0.86182 -3.59404 0.14
S -0.18564 2.37122 2.30056 -0.49
C 1.38629 1.93839 2.91931 0.46
N 1.41630 1.13413 4.00891 0.11
C 2.56780 0.76755 4.60234 -0.06
C 3.74422 1.24744 4.10356 -0.69
C 3.65418 2.10909 3.00788 0.01
N 2.50589 2.44145 2.43302 -0.27
H 0.52935 0.79486 4.36610 0.23
H 2.49223 0.11265 5.45910 0.45
H 4.69154 0.98963 4.55139 0.46
H 4.54477 2.55225 2.57713 0.47
F -5.09842 -2.04764 1.19042 -0.23
C -4.13225 -1.50775 0.46319 0.39
F -4.63753 -0.48676 -0.25456 -0.22
F -3.67018 -2.40458 -0.39535 -0.22
C -2.98844 -0.96555 1.35604 1.36
O -1.95121 -0.60959 0.53141 -0.65
C -3.47505 0.31025 2.14282 0.05
F -4.77206 0.35914 2.33606 -0.24
F -3.11213 1.41416 1.40946 -0.15
F -2.84961 0.43568 3.31184 -0.25
C -2.49942 -2.04899 2.36771 0.57
F -1.32336 -1.65414 2.89243 -0.19
F -2.29674 -3.20550 1.74764 -0.24
F -3.36204 -2.23518 3.35622 -0.26
C 4.00237 -2.95398 0.64740 -0.97
Si 2.19825 -2.97244 0.19950 0.30
C 1.90776 -3.40795 -1.58335 -0.98
C 1.16320 -3.97102 1.37094 -0.91
As 1.52173 -0.68860 0.53774 0.34
Si 2.23964 0.56577 -1.32399 0.71
C 1.72859 2.37013 -0.99778 -1.01
C 4.08959 0.58314 -1.52171 -1.10
C 1.40317 -0.03255 -2.89011 -0.83
H 4.44047 -3.92549 0.40326 0.38
H 4.14934 -2.78099 1.71427 0.31
H 4.54603 -2.18983 0.09029 0.28
H 2.10333 -4.47613 -1.71292 0.44
H 2.58162 -2.86890 -2.25023 0.26
H 0.87790 -3.22020 -1.88876 0.32
H 1.53979 -4.99620 1.40783 0.43
H 0.12385 -4.00740 1.04234 0.18
H 1.19516 -3.56532 2.38303 0.31
H 2.44184 2.81836 -0.30605 0.30
H 0.74560 2.65641 -0.61546 0.22
H 1.81610 2.89592 -1.95384 0.49
H 4.59337 0.91178 -0.61203 0.33
H 4.36777 1.26700 -2.32773 0.39
H 4.46404 -0.40724 -1.78596 0.29
H 0.33602 -0.20776 -2.73972 0.04
H 1.84242 -0.96416 -3.24682 0.35
H 1.53098 0.71130 -3.68196 0.43
```

Values from the calculation:
2S+1: 1
Total energy (eV): -150221.6798
Net charge: +2
LUMO (eV): -6.508
ΔE to the lowest compared entry with this formula, charge and spin (kcal/mol): 0.0



Record 5
A molecular structure, C18H30BeBr3Cl5FMgN3O16P. Source: the Open Molecules 2025 dataset; level of theory: ωB97M-V/def2-TZVPD.

XYZ file:
```
79
Properties=species:S:1:pos:R:3:mulliken_charge:R:1
C -2.87836 -5.18586 -1.72127 -1.16
C -2.76251 -3.93541 -2.57092 0.22
O -3.47444 -3.72870 -3.49928 -0.51
N -1.69274 -2.97089 -2.21595 1.09
C -1.89377 -2.62358 -0.78194 -1.45
C -0.51558 -3.61277 -2.48769 0.30
N -0.37789 -4.72208 -3.30190 0.10
C 0.90252 -5.10895 -3.31818 -0.57
N 1.61537 -4.28625 -2.58681 0.49
C 0.74919 -3.32653 -2.07292 -0.91
P 1.32883 -1.97302 -1.11406 0.19
O 2.77895 -1.79761 -1.50048 -0.97
O 0.58388 -0.66056 -1.68268 -0.24
O 1.13227 -2.09835 0.40089 0.78
H -3.38037 -5.95818 -2.29283 0.34
H -1.88998 -5.55878 -1.42074 0.39
H -3.40638 -4.94484 -0.80079 0.33
H -1.21498 -1.85556 -0.43258 0.31
H -2.89025 -2.20097 -0.68683 0.41
H -1.78611 -3.47646 -0.10608 0.62
H -1.05706 -5.23563 -3.83837 0.29
H 1.18857 -5.95652 -3.91027 0.45
H 2.61542 -4.36459 -2.45949 0.25
H -0.21189 -0.94412 -2.18764 0.34
H 0.81945 -3.01505 0.70320 -0.23
F 0.56393 -5.97096 -1.02949 -0.82
C -1.11610 -3.78214 2.74649 0.57
O -2.26507 -4.12589 3.07706 -0.68
O -0.43135 -3.08340 3.76007 -0.33
O -0.52663 -3.93040 1.65182 -0.47
H -1.14610 -3.12602 4.41447 0.09
Mg 2.71335 -1.02162 -3.36818 0.50
C 0.50061 7.13543 2.06207 -0.38
O 0.47055 5.90133 1.42843 -0.15
C -0.76377 5.67356 0.75693 -0.46
C -0.62051 4.56915 -0.26368 -0.06
O -0.03586 4.99214 -1.48177 -0.49
C 1.36638 5.22502 -1.47275 -0.36
C 2.19996 3.96153 -1.45625 -0.56
O 2.31555 3.43117 -0.14246 -0.21
C 2.73661 2.08156 -0.16852 -0.88
H -0.30527 7.23327 2.79978 0.45
H 1.46101 7.25258 2.55742 0.30
H 0.40549 7.95494 1.29264 -0.19
H -1.09436 6.59328 0.25219 0.16
H -1.50955 5.38265 1.50777 0.46
H -1.62453 4.23254 -0.52909 0.42
H -0.09018 3.71511 0.15009 -0.24
H 1.65540 5.89637 -0.66112 0.13
H 1.56676 5.74195 -2.41331 0.39
H 3.21336 4.19939 -1.80856 0.45
H 1.74833 3.22009 -2.12660 0.27
H 1.99433 1.46015 -0.67811 0.28
H 2.84345 1.73002 0.84677 0.29
H 3.70822 1.99434 -0.67470 0.42
C -2.64851 -0.82453 -4.27692 0.94
O -3.30771 -0.73165 -3.23458 -0.54
O -1.40318 -1.12059 -4.31273 -0.52
O -3.10611 -0.64175 -5.44537 -0.56
Be -0.27477 9.38127 0.38389 0.28
C 0.38959 0.57056 3.38088 -0.37
Br 0.54156 1.87906 1.96011 0.04
Br -1.41474 0.46736 4.07045 -0.08
Br 1.03016 -1.14433 2.83945 0.05
H 1.01597 0.91957 4.18832 0.46
C 3.14498 9.92231 1.40083 0.87
O 2.58540 9.46613 0.38307 -0.46
O 2.60308 9.95637 2.53761 -0.43
O 4.30579 10.38755 1.38998 -0.44
C 2.71530 -5.74688 -0.10375 0.01
Cl 2.01681 -4.73493 1.13881 -0.04
Cl 3.92206 -4.87554 -1.10449 -0.30
H 3.20790 -6.59566 0.35804 0.43
H 1.89561 -6.06642 -0.74970 -0.04
C -4.33008 -3.19505 6.01203 0.04
Cl -4.49208 -2.74541 4.32624 -0.06
Cl -2.63850 -3.29193 6.50876 -0.13
Cl -5.20305 -2.05827 7.06092 -0.16
H -4.77165 -4.17314 6.14432 0.29
```

Values from the calculation:
2S+1: 1
Total energy (eV): -346964.3483
Net charge: -1
LUMO (eV): -3.160
ΔE to the lowest compared entry with this formula, charge and spin (kcal/mol): 0.0



Record 6
A molecular structure, C18H30Cl2IIrN7. Source: the Open Molecules 2025 dataset; level of theory: ωB97M-V/def2-TZVPD.

XYZ file:
```
59
Properties=species:S:1:pos:R:3:mulliken_spin:R:1
Ir -0.79909 -0.55723 -0.34138 2.39
C 0.61261 4.58558 0.73388 0.00
N -0.63340 4.02704 0.28234 0.02
C -1.73230 4.96467 0.16306 0.00
C -2.91102 4.09819 -0.25928 0.00
N -2.31056 2.79860 -0.43696 0.04
C -3.12041 1.71537 -0.89152 0.04
C -0.99733 2.76877 -0.09668 -0.02
N -0.28797 1.65875 -0.16831 0.27
C 1.13985 1.64809 0.09771 0.04
C 1.89544 0.63501 -0.77963 0.00
N 1.47670 -0.73043 -0.53148 0.57
C 2.29128 -1.75602 -0.63705 -0.05
N 1.87861 -3.02451 -0.36893 0.27
C 0.54279 -3.46305 -0.12609 0.05
C 2.93344 -3.99834 -0.50796 -0.02
C 4.14388 -3.14478 -0.86083 0.01
N 3.61338 -1.80196 -0.96768 0.01
C 4.53630 -0.78667 -1.40067 0.00
H 0.40285 5.55615 1.18305 0.00
H 1.29963 4.76440 -0.09729 0.00
H 1.08986 3.96548 1.48935 0.00
H -1.48759 5.74164 -0.57232 0.00
H -1.89983 5.46289 1.12412 0.00
H -3.37964 4.44173 -1.18688 0.00
H -3.69688 4.05793 0.50511 0.00
H -3.81766 2.08854 -1.64553 0.00
H -3.71136 1.29403 -0.07297 0.00
H -2.48393 0.93890 -1.32937 -0.01
H 1.30017 1.38066 1.15063 -0.01
H 1.60278 2.61603 -0.10181 0.00
H 2.95517 0.78315 -0.56739 0.01
H 1.69844 0.88008 -1.83235 0.02
H -0.00494 -2.68416 0.41714 -0.02
H 0.56339 -4.37063 0.47691 0.00
H 0.02023 -3.68718 -1.06180 0.01
H 2.68829 -4.72195 -1.29419 0.02
H 3.06762 -4.56057 0.42255 0.02
H 4.60404 -3.44280 -1.80967 0.00
H 4.92796 -3.18031 -0.09335 0.00
H 5.39343 -1.28045 -1.85861 0.00
H 4.91919 -0.19671 -0.56233 0.00
H 4.09502 -0.13010 -2.14881 0.00
Cl -0.71858 -1.21077 -2.98136 0.09
C -2.12123 -1.62400 -3.97279 0.00
Cl -3.29013 -2.64320 -3.09959 0.00
H -1.74575 -2.17718 -4.83397 0.01
H -2.60807 -0.69737 -4.27339 0.00
I -3.15801 -2.05984 0.01185 0.06
C -2.45460 -1.69476 1.98657 0.00
C -3.08890 -2.14426 3.12299 0.01
C -2.47734 -1.88558 4.34511 0.00
C -1.27153 -1.19841 4.36465 0.00
C -0.70803 -0.79951 3.16062 0.01
N -1.29474 -1.03182 1.98803 0.13
H -4.02223 -2.68046 3.05992 0.00
H -2.93651 -2.22403 5.26074 0.00
H -0.77028 -0.98562 5.29647 0.00
H 0.24748 -0.29702 3.12745 0.00
```

Values from the calculation:
2S+1: 5
Total energy (eV): -65538.6531
<S²>: 6.029
Net charge: +3
LUMO (spin up / spin down) (eV): -8.504 / -12.365



Calculated maximum force in order - 7.40 0.40 0.76 0.71 2.56 3.51 eV/A